(1)
This record from OMol25 describes a molecular structure, C10H18AlBNO5P at a distorted geometry. The level of theory is ωB97M-V with the def2-TZVPD basis set.

- multiplicity = 1
- gap between HOMO and LUMO (eV) = 5.402
- net charge = +2

```
37
Properties=species:S:1:pos:R:3:forces:R:3
C 2.65752 -0.04908 2.37774 0.48 -0.06 0.39
C 2.10815 0.28080 1.34889 -1.65 -0.82 -1.01
C 1.20862 0.41870 0.13849 2.15 1.04 0.34
P -0.69854 0.57221 0.60968 0.78 -2.50 1.55
C -1.27966 -0.37325 -0.95438 -1.55 -0.35 -1.65
C -2.78714 -0.04412 -1.10750 -0.24 0.30 -0.12
N -3.64979 -0.97748 -1.11610 0.55 0.28 0.39
C -0.72742 -0.94730 1.76742 -0.46 -0.54 1.31
C -0.09790 -2.29189 1.38659 -0.11 -2.82 -0.04
O -0.64106 -3.23938 1.87660 -0.28 0.96 0.29
O 1.04436 -2.56178 0.64431 -0.74 2.33 -0.34
C 0.78885 -3.22189 -0.60179 0.28 -0.90 -2.72
C 1.41798 -2.59791 -1.89390 1.00 -0.16 1.53
O 0.18045 -4.22778 -0.71610 -0.25 0.47 1.22
B -0.66773 2.31177 -0.37854 0.01 5.79 -1.61
O -1.01842 2.48761 -1.69346 0.80 -1.81 1.21
O -0.22775 3.40574 0.31484 -0.06 -2.63 -0.26
C 0.75883 4.17517 -0.42637 1.03 1.45 0.19
H 3.24384 -0.38655 3.23856 0.77 1.12 -2.03
H 1.53525 1.38768 -0.32623 -0.28 -0.62 0.18
H 1.40040 -0.35659 -0.62765 -0.11 0.20 0.68
H -2.10460 0.86408 0.92830 -0.06 0.40 -0.18
H -0.24602 1.35086 1.76259 -0.14 0.27 -0.35
H -1.26020 -1.48218 -0.89107 0.26 0.55 0.46
H -0.71407 -0.11828 -1.88084 -0.32 0.14 0.77
H -3.16026 0.99896 -1.22416 0.87 -0.39 0.04
H -4.58831 -0.57389 -1.23151 0.19 -0.35 -0.12
H -0.29997 -0.64410 2.75020 -0.11 0.12 -0.88
H -1.80088 -1.13102 2.00042 0.75 -0.08 -0.55
H 2.32567 -2.02533 -1.59891 -0.66 -0.04 -0.44
H 0.67348 -1.99673 -2.44614 0.43 -0.33 0.31
H 1.77940 -3.45047 -2.50588 -0.54 0.57 0.30
H -0.27797 2.27258 -2.29041 -0.53 0.01 -0.33
H 0.30563 5.02321 -0.97538 -0.09 -0.68 0.29
H 1.44700 4.60859 0.33128 -0.55 -0.36 -0.45
H 1.38510 3.57650 -1.12022 -0.57 0.10 0.38
Al 1.98716 -1.03748 4.53067 -1.07 -0.66 1.26
```
Forces are in eV/Å.

Mulliken atomic charge list, values in e, 8 entries: atom 1 (C): -0.13, atom 2 (C): -0.26, atom 3 (C): -0.55, atom 4 (P): -0.17, atom 5 (C): -0.50, atom 6 (C): -0.50, atom 7 (N): -0.53, atom 8 (C): -0.39

---

(2)
This record from OMol25 describes a molecular structure, C41H39ClN10O2PbSi. The level of theory is ωB97M-V with the def2-TZVPD basis set.

- multiplicity = 1
- gap between HOMO and LUMO (eV) = 7.402
- net charge = +2
- energy above the lowest of the compared OMol25 structures with the same formula, charge and spin (eV) = 0.3267

```
95
Properties=species:S:1:pos:R:3:forces:R:3
Pb -0.96681 0.59553 -0.01174 0.21 -0.23 -0.20
Cl 6.23291 3.99719 -0.76795 0.00 0.00 0.00
C 4.80803 3.04567 -0.94860 0.07 -0.04 -0.10
C 4.73540 2.06378 -1.92191 0.03 0.03 0.00
C 3.57650 1.32075 -2.06823 -0.09 -0.04 -0.08
C 2.48422 1.52685 -1.24323 -0.03 0.00 -0.14
O 1.29431 0.84761 -1.41016 0.23 0.22 0.45
C 2.55025 2.49529 -0.22310 -0.05 0.03 0.02
C 1.60443 2.81445 0.84713 0.00 0.10 -0.01
N 0.59987 2.16423 1.30818 -0.01 -0.21 0.07
C 0.07566 2.57019 2.57474 -0.01 -0.02 -0.02
C 0.84224 3.21137 3.51771 0.10 0.00 0.00
C 0.32965 3.59089 4.77264 0.00 0.02 0.02
C -0.95561 3.29236 5.10599 -0.03 -0.01 0.00
C -1.76473 2.57403 4.19551 -0.01 0.00 -0.02
C -3.08775 2.20158 4.52173 0.00 0.01 0.04
C -3.83956 1.49351 3.63094 -0.05 0.02 0.06
C -3.25456 1.14226 2.40867 0.03 -0.05 -0.16
N -2.02627 1.46316 2.06790 0.21 0.22 0.13
C -1.25597 2.19467 2.93130 -0.12 -0.06 -0.01
C 3.72636 3.25568 -0.12520 -0.07 0.08 0.13
H 5.57888 1.88614 -2.57585 -0.02 0.00 0.01
H 3.52589 0.57929 -2.84546 -0.01 -0.04 -0.05
H 1.88684 3.73528 1.36005 0.04 -0.02 -0.01
H 1.88743 3.41157 3.32193 -0.02 0.00 -0.01
H 0.97213 4.11115 5.47032 0.00 -0.02 -0.02
H -1.36716 3.57395 6.06717 0.01 -0.01 -0.02
H -3.48739 2.48384 5.48853 0.00 0.00 -0.03
H -4.85509 1.19669 3.85204 0.02 0.00 -0.02
H -3.82403 0.57599 1.67607 0.02 0.02 0.04
H 3.79673 4.02145 0.63841 -0.01 -0.03 -0.04
C -0.85781 1.82839 -3.39575 -0.06 0.03 0.02
Si 0.45081 0.63379 -3.98860 -0.08 -0.02 0.01
C 1.67840 1.53136 -5.05670 0.09 -0.01 -0.01
C -0.32004 -0.81599 -4.86393 0.01 -0.05 -0.07
N 1.17961 -0.04854 -2.50816 -0.04 -0.20 0.01
C 1.85360 -1.28343 -2.31993 0.05 0.06 -0.04
C 2.70181 -1.76229 -3.31479 0.00 0.10 0.00
C 3.38501 -2.95947 -3.17574 0.03 -0.03 -0.01
C 3.26302 -3.67529 -1.99817 -0.01 0.03 0.00
C 2.41016 -3.22931 -0.99726 0.01 0.00 0.04
C 1.67204 -2.06752 -1.17231 -0.07 -0.05 -0.05
O 0.70556 -1.63814 -0.28892 -0.07 0.08 0.03
C 0.55211 -2.26351 0.97762 -0.03 0.07 0.19
C 0.09288 -3.68035 0.88613 -0.05 0.07 -0.14
C 0.20113 -4.48576 1.93503 -0.02 -0.06 0.11
C 0.70463 -3.97805 3.24816 -0.04 0.18 0.00
C 0.82384 -1.92680 3.93192 -0.01 -0.07 -0.03
C 0.77362 -1.00469 2.69853 -0.01 0.06 -0.01
H -1.04571 2.58829 -4.15979 -0.01 -0.04 0.04
H -0.57262 2.35713 -2.48124 0.01 0.04 -0.10
H -1.79839 1.30075 -3.20899 0.11 0.08 0.01
H 1.16928 1.92529 -5.94181 0.02 -0.02 0.05
H 2.48167 0.88002 -5.41094 -0.02 0.04 0.01
H 2.13223 2.37704 -4.53497 0.00 -0.01 -0.01
H -0.37726 -0.62208 -5.93865 -0.01 -0.01 0.06
H -1.33578 -0.98231 -4.49579 0.06 -0.02 -0.01
H 0.24250 -1.74224 -4.72667 -0.01 0.04 -0.03
H 2.83465 -1.16990 -4.21377 0.00 -0.01 0.03
H 4.03334 -3.30794 -3.96840 -0.02 0.01 0.02
H 3.81852 -4.59195 -1.85202 0.00 0.02 0.00
H 2.30250 -3.81201 -0.09443 0.01 -0.01 -0.02
H -0.30644 -4.02066 -0.06365 0.03 0.00 0.04
H -0.11593 -5.52018 1.86175 0.00 0.04 0.00
H 0.96263 -4.79546 3.91839 -0.01 -0.02 0.04
H 1.01870 -1.45737 4.89527 0.03 -0.01 -0.01
H 0.96756 0.05445 2.85215 -0.04 -0.02 -0.02
N -5.18879 1.88784 -1.71221 -0.13 -0.03 -0.07
C -5.04396 3.10825 -1.09691 0.03 0.00 0.00
C -3.80405 3.08949 -0.53835 0.12 -0.08 -0.01
N -3.19041 1.88676 -0.80645 -0.26 0.01 0.03
C -4.05356 1.18028 -1.51180 0.05 0.09 0.06
C -3.76058 -0.17204 -1.97876 0.07 -0.03 -0.01
N -2.70528 -0.84556 -1.56496 -0.15 -0.12 0.05
C -2.71533 -2.03785 -2.24859 0.04 0.05 0.05
C -3.79119 -2.08216 -3.08124 0.02 -0.01 0.05
N -4.44649 -0.88804 -2.89953 -0.12 0.03 -0.06
H -6.01805 1.58530 -2.19593 0.00 0.00 0.00
H -5.81365 3.86138 -1.11386 0.02 -0.07 -0.02
H -3.31187 3.86457 0.02779 -0.04 -0.05 -0.03
H -1.94343 -2.77795 -2.10912 -0.06 0.04 0.01
H -4.14105 -2.83460 -3.76697 -0.01 0.04 0.02
H -5.28113 -0.61234 -3.38999 0.01 0.01 -0.02
N 3.13768 -3.09499 3.67801 -0.06 0.11 0.01
C 1.81146 -2.87144 3.19989 -0.12 -0.09 0.04
C 1.71525 -1.96251 1.94172 0.00 0.08 -0.09
N -0.35519 -1.30841 1.74893 0.12 -0.18 -0.01
C -1.54214 -1.86014 2.34830 -0.04 0.15 -0.17
C -1.45546 -2.67355 3.39139 0.11 -0.12 0.11
N -0.20278 -2.98449 3.96715 0.04 -0.05 -0.14
H 3.61515 -3.83945 3.18470 0.02 0.03 -0.04
H 3.15417 -3.30129 4.66870 -0.02 -0.07 0.00
H 2.65189 -1.65117 1.48825 0.00 -0.04 0.03
H -2.49214 -1.59794 1.89535 0.03 -0.01 0.03
H -2.33381 -3.13963 3.82535 0.01 0.04 -0.01
```
Forces are in eV/Å.

Mulliken atomic charge list, values in e, 8 entries: atom 1 (Pb): 2.00, atom 2 (Cl): -0.18, atom 3 (C): -0.26, atom 4 (C): -1.16, atom 5 (C): -0.60, atom 6 (C): 0.57, atom 7 (O): 0.87, atom 8 (C): 0.94

---

Per-record E_HOMO, hartree: -0.593; -0.472
Per-record LUMO, eV: -10.72; -5.44